Record 1
C27H55FeN2O5SeSi4 | ωB97M-V with the def2-TZVPD basis set

As for the charge: +2. The spin multiplicity is 6. The HOMO energy (spin up / spin down) comes out at -0.4649 / -0.4673 Ha. As for the expectation value of S²: 8.764. Its orbital gap (spin up / spin down) is 0.32002 / 0.18598 Ha.

Each line ends with the Löwdin charge.
Atoms and positions in Å:
Fe -1.5470 -1.2692 0.9432  0.679
C -2.7610 1.3479 1.9652  -0.166
C -2.4092 0.8187 3.3403  -0.137
O -1.7222 -0.4228 3.1852  -0.209
C -0.4594 -0.5048 3.8459  -0.153
C -0.0840 -1.9670 3.8881  -0.142
O -0.2235 -2.4659 2.5678  -0.231
C -0.0187 -3.8581 2.4231  -0.152
C -0.1602 -4.1388 0.9434  -0.155
O -1.3658 -3.6000 0.4085  -0.223
C -2.5632 -4.3428 0.6356  -0.132
C -3.4439 -3.6657 1.6617  -0.151
O -3.6976 -2.3459 1.1976  -0.174
C -4.4746 -1.5644 2.0978  -0.156
C -4.5880 -0.1800 1.4939  -0.124
O -3.3059 0.3324 1.1240  -0.207
H -1.8482 1.6678 1.4567  0.091
H -3.4504 2.1914 2.0540  0.148
H -3.3052 0.6407 3.9406  0.138
H -1.7840 1.5488 3.8555  0.143
H -0.5336 -0.1220 4.8652  0.149
H 0.2881 0.0709 3.2899  0.106
H -0.7418 -2.5162 4.5699  0.145
H 0.9495 -2.0703 4.2294  0.149
H -0.7491 -4.4209 3.0162  0.138
H 0.9855 -4.1411 2.7508  0.150
H -0.0806 -5.2091 0.7435  0.149
H 0.6308 -3.6175 0.4020  0.121
H -2.3362 -5.3597 0.9600  0.148
H -3.0889 -4.3780 -0.3198  0.141
H -2.9482 -3.6217 2.6393  0.133
H -4.3790 -4.2230 1.7646  0.151
H -3.9894 -1.5418 3.0794  0.129
H -5.4747 -1.9902 2.2151  0.151
H -5.0879 0.4877 2.1972  0.146
H -5.1702 -0.2360 0.5742  0.147
C 4.1025 0.3129 -0.8609  -0.212
Si 3.2353 -0.6640 -2.2201  0.390
C 3.5871 -2.4973 -1.9163  -0.213
C 3.6738 -0.1269 -3.9672  -0.206
Si 0.8525 -0.5244 -1.9889  0.242
Si -0.5831 -2.1713 -3.0239  0.423
C -0.3720 -1.8956 -4.8807  -0.201
C -2.3747 -1.8854 -2.4810  -0.190
C -0.0056 -3.9292 -2.6255  -0.187
Si -0.3262 1.7161 -2.6732  0.518
C -2.0667 1.6724 -1.9493  -0.194
C 0.8275 2.9653 -1.8886  -0.197
C -0.3626 1.7819 -4.5463  -0.194
H 5.1836 0.2982 -1.0125  0.045
H 3.8970 -0.1505 0.1068  0.020
H 3.7856 1.3568 -0.8165  0.020
H 4.6625 -2.6760 -1.8519  0.044
H 3.1967 -3.1318 -2.7137  0.027
H 3.1479 -2.8251 -0.9709  0.021
H 4.7231 -0.3415 -4.1796  0.042
H 3.5245 0.9447 -4.1096  0.029
H 3.0752 -0.6561 -4.7106  0.029
H -0.1121 -0.8699 -5.1393  -0.005
H -1.2853 -2.1500 -5.4232  0.046
H 0.4195 -2.5391 -5.2693  0.038
H -2.7928 -0.9847 -2.9311  0.027
H -2.4659 -1.7866 -1.3938  -0.014
H -3.0047 -2.7232 -2.7872  0.049
H 0.9899 -3.9508 -2.1792  0.010
H 0.0430 -4.5110 -3.5475  0.044
H -0.6844 -4.4404 -1.9441  0.017
H -2.1691 0.9399 -1.1498  -0.022
H -2.7995 1.4414 -2.7235  0.038
H -2.3264 2.6506 -1.5366  0.045
H 0.9919 2.7310 -0.8363  -0.013
H 0.3994 3.9692 -1.9573  0.047
H 1.7932 2.9835 -2.3961  0.040
H -1.0385 1.0355 -4.9629  0.024
H 0.6224 1.6530 -4.9953  0.038
H -0.7362 2.7655 -4.8466  0.051
C -0.3111 4.5826 1.7323  -0.025
N 0.9535 3.8879 1.7082  -0.122
C 1.1177 2.5457 1.6814  -0.137
Se 0.4059 -0.1821 0.2219  0.452
N 2.4567 2.3681 1.6998  0.072
C 3.1574 3.5692 1.7290  -0.194
C 4.5089 3.8826 1.7257  -0.008
C 4.8384 5.2269 1.7210  -0.073
C 3.8564 6.2215 1.7361  -0.070
C 2.5089 5.9063 1.7546  -0.001
C 2.1771 4.5588 1.7381  -0.174
H -1.1142 3.8584 1.6323  0.064
H -0.3660 5.3046 0.9164  0.097
H -0.4290 5.1220 2.6735  0.101
H 2.8853 1.4599 1.6783  0.112
H 5.2689 3.1123 1.7323  0.114
H 5.8796 5.5177 1.6968  0.111
H 4.1633 7.2583 1.7342  0.111
H 1.7516 6.6785 1.7825  0.114

=====

Record 2
C27H55N6OSi2V | ωB97M-V with the def2-TZVPD basis set

As for the charge: +1. The spin multiplicity is 4. The HOMO energy (spin up / spin down) comes out at -0.3496 / -0.3847 Ha. As for the expectation value of S²: 3.760. Its orbital gap (spin up / spin down) is 0.28397 / 0.31769 Ha.

Each line ends with the Löwdin charge.
Atoms and positions in Å:
V 0.6199 -0.1348 0.0742  0.739
C 0.8317 -2.6411 0.8851  -0.050
N 0.4339 -3.2864 -0.3496  -0.115
C 1.4234 -4.2438 -0.8405  -0.030
C -0.3676 -2.6199 -1.2404  -0.351
N -0.6185 -1.3487 -1.0126  0.055
C -1.5773 -0.5769 -1.7390  -0.208
C -2.7005 -1.0961 -2.3767  -0.043
C -3.4665 -0.3159 -3.2280  -0.072
C -3.0958 0.9986 -3.4680  -0.077
C -2.0608 1.5570 -2.7360  -0.040
C -1.3727 0.8199 -1.7747  -0.226
N -0.4596 1.4065 -0.8602  0.051
C -0.7703 2.5873 -0.3287  -0.362
N -2.0349 3.0670 -0.1927  -0.136
C -2.3417 4.4796 -0.3487  -0.038
C -3.1924 2.2165 0.0203  -0.023
N 0.2174 3.3807 0.1487  -0.133
C 0.0414 4.1767 1.3582  -0.031
C 1.5923 3.2009 -0.2580  -0.032
N -0.8290 -3.3709 -2.2865  -0.165
C -0.8322 -2.9177 -3.6665  -0.049
C -1.2179 -4.7608 -2.1077  -0.041
H 1.4308 -3.3369 1.4704  0.116
H -0.0291 -2.3237 1.4694  0.080
H 1.5278 -1.7962 0.6974  0.040
H 2.4234 -3.8087 -0.7572  0.099
H 1.2439 -4.4798 -1.8848  0.082
H 1.3893 -5.1644 -0.2577  0.103
H -2.9587 -2.1337 -2.2257  0.117
H -4.3239 -0.7470 -3.7255  0.110
H -3.6328 1.5998 -4.1884  0.109
H -1.8176 2.6057 -2.8563  0.122
H -1.4654 5.0187 -0.6970  0.094
H -2.6879 4.9252 0.5861  0.096
H -3.1342 4.5855 -1.0933  0.099
H -2.8813 1.2235 0.3234  0.070
H -3.8096 2.1404 -0.8769  0.095
H -3.7904 2.6498 0.8244  0.101
H -0.9172 3.9556 1.8183  0.084
H 0.1071 5.2463 1.1493  0.099
H 0.8260 3.9096 2.0696  0.086
H 1.6314 2.8076 -1.2707  0.073
H 2.1243 2.5254 0.4234  0.069
H 2.0968 4.1682 -0.2308  0.107
H -0.5663 -1.8682 -3.7404  0.085
H -1.8196 -3.0438 -4.1132  0.098
H -0.1153 -3.5124 -4.2421  0.103
H -1.1988 -5.0243 -1.0542  0.099
H -0.5621 -5.4410 -2.6577  0.093
H -2.2354 -4.8976 -2.4817  0.098
C 2.8223 0.9234 -3.1145  -0.136
C 2.4833 -0.3413 -3.9220  -0.120
C 2.2671 -1.4110 -2.8421  -0.160
O 2.2433 -0.7225 -1.5814  -0.223
C 3.1750 0.3612 -1.7485  -0.181
H 1.9424 1.5632 -3.0283  0.100
H 3.6303 1.5049 -3.5534  0.123
H 3.3053 -0.6261 -4.5767  0.117
H 1.5993 -0.1998 -4.5414  0.112
H 3.0885 -2.1333 -2.8254  0.131
H 1.3308 -1.9520 -2.9335  0.080
H 4.1967 -0.0324 -1.7149  0.142
H 3.0440 1.0539 -0.9214  0.076
C -2.1035 1.5250 3.5552  -0.169
Si -1.2644 -0.0517 2.9681  0.390
C -1.1427 -1.1909 4.4530  -0.187
C -2.4864 -0.9626 1.8401  -0.179
C 0.3294 0.4070 2.1364  -0.444
Si 1.9367 0.2268 3.0410  0.376
C 3.4175 0.0729 1.8583  -0.185
C 2.1177 -1.2512 4.1816  -0.177
C 2.3112 1.7812 4.0255  -0.174
H -2.9963 1.3132 4.1458  0.038
H -2.4055 2.1570 2.7165  0.000
H -1.4200 2.1071 4.1771  0.032
H -2.1591 -1.4746 4.7372  0.038
H -0.6829 -0.7097 5.3169  0.032
H -0.5923 -2.1103 4.2511  0.022
H -3.5108 -0.7872 2.1767  0.041
H -2.3244 -2.0434 1.8884  0.030
H -2.4256 -0.6828 0.7894  -0.012
H 0.2208 1.5020 2.0385  -0.018
H 3.4547 -0.8539 1.2784  0.023
H 4.3365 0.1068 2.4489  0.042
H 3.4780 0.9081 1.1553  0.003
H 1.7581 -2.1878 3.7526  0.017
H 1.5934 -1.1062 5.1246  0.026
H 3.1787 -1.3773 4.4066  0.037
H 2.5247 2.6233 3.3622  0.018
H 3.1821 1.6466 4.6694  0.036
H 1.4684 2.0632 4.6586  0.031

=====

DFT total energy values, unit Eh, following the record order: -6370.1694 -2988.4210.